[1]
The following is a quantum chemistry calculation of an isolated molecule of C6H11FO, from OMol25.

Output
2S+1 ... 1
Lowest unoccupied orbital energy ... 0.0340 hartree
Gap between HOMO and LUMO ... 10.87 eV
Energy above the lowest of the compared OMol25 structures with the same formula, charge and spin ... 322.14 kJ/mol
SMILES ... C[C@H](O)[C@H]1CC[C@H]1F
Total charge ... 0
HOMO level ... -9.95 eV

XYZ file:
```
19
Properties=species:S:1:pos:R:3:forces:R:3:lowdin_charge:R:1
C -2.4054 -0.2272 -0.2030 1.2 1.9 3.8 -0.03
C -0.9596 -0.7572 -0.2068 -0.6 -1.0 1.1 -0.39
C 0.1655 0.0838 -0.6888 -0.8 1.3 0.2 -0.26
C 0.4747 1.3048 0.2704 0.4 2.5 -1.9 -0.10
C 1.8732 0.5677 0.4929 3.2 2.0 2.2 -0.13
C 1.6042 -0.4663 -0.5079 -2.8 -2.1 -1.0 -0.29
H -3.0990 -0.7882 0.5259 1.3 0.6 -1.4 0.11
H -2.8806 0.0944 -1.0489 -1.1 0.0 -2.7 0.02
H -2.2385 0.8311 0.3268 -0.5 -2.1 -0.7 0.12
H -0.6950 -1.7406 -0.7653 -1.3 0.7 1.4 0.17
H 0.1532 -1.1302 1.1657 -0.7 0.0 1.5 0.07
H -0.0879 0.1742 -1.7078 0.1 1.2 -1.6 0.13
H 0.5569 2.3439 -0.2774 0.3 -2.1 0.6 0.12
H -0.2859 1.6019 1.0812 1.6 -1.3 -0.8 0.12
H 2.0176 0.2011 1.6257 -0.2 0.5 -2.8 0.17
H 2.9172 0.9693 0.0936 -2.2 0.5 1.6 0.14
H 2.0437 -0.5991 -1.5495 0.4 0.3 1.8 0.17
O -0.7445 -0.7322 1.2323 1.3 -2.7 -0.7 -0.09
F 1.5902 -1.7311 0.1408 0.3 -0.4 -0.6 -0.05
```
Forces are in eV/Å.

[2]
The following is a quantum chemistry calculation of a cluster of 4 separate species, C24H36N2O10SSi in total, from OMol25.

Output
2S+1 ... 1
Lowest unoccupied orbital energy ... -0.0390 hartree
Gap between HOMO and LUMO ... 7.29 eV
SMILES ... CCOCc1c([Si](C)(C)C)ccc2nsnc12.C[C@@H]1COC(=O)O1.C[C@@H]1COC(=O)O1.C[C@@H]1COC(=O)O1
Total charge ... 0
HOMO level ... -8.35 eV

XYZ file:
```
74
Properties=species:S:1:pos:R:3:forces:R:3:lowdin_charge:R:1
C -2.5973 6.4710 1.8809 0.2 -0.5 0.3 -0.08
C -1.4887 5.3333 2.2186 -1.7 0.6 -0.8 -0.27
O -0.4240 5.4713 1.2404 0.5 -1.2 2.1 -0.19
C 0.6736 4.5898 1.6574 0.9 0.3 -1.1 -0.18
C 0.6140 3.1555 0.9684 -0.5 -3.6 -0.9 -0.08
C 0.3644 1.7857 1.6601 0.7 2.0 -4.4 -0.15
Si 0.1366 1.6660 3.5665 0.4 -1.0 0.9 0.55
C 1.5770 2.6107 4.4842 -0.5 1.1 -1.0 -0.19
C -1.6071 2.2107 4.1781 -0.7 0.2 0.8 -0.22
C 0.3335 -0.1877 4.1304 0.5 -0.7 0.2 -0.20
C 0.3273 0.4848 0.7339 0.8 2.5 -3.8 -0.02
C 0.5378 0.5470 -0.8173 -0.1 1.2 2.6 0.01
C 0.8189 1.8885 -1.5886 -0.3 0.1 1.9 -0.30
N 1.0648 2.1270 -2.9844 -0.5 1.7 4.9 -0.27
S 1.2871 3.8326 -3.0577 -0.8 -1.9 3.2 0.89
N 1.0861 4.3196 -1.4263 -0.4 -4.0 0.3 -0.27
C 0.8191 3.1349 -0.6223 0.6 1.1 -2.3 -0.20
H -2.3143 6.9451 0.8706 -0.6 -0.7 1.6 0.09
H -3.6579 6.0113 1.8454 1.8 0.8 -0.1 0.08
H -2.5893 7.2567 2.7236 0.0 -1.1 -1.5 0.07
H -1.9359 4.2866 2.0794 0.5 1.4 0.5 0.12
H -1.1659 5.5067 3.3006 0.0 -0.5 -1.4 0.11
H 0.7381 4.5858 2.7957 -0.1 -0.4 -1.5 0.10
H 1.6319 5.1047 1.2581 -1.5 -0.9 0.6 0.14
H 2.2653 3.0052 3.6430 -0.7 -0.8 1.6 0.03
H 1.0770 3.5446 4.9378 1.0 -1.4 -0.2 0.04
H 2.1178 1.9579 5.2452 -0.7 1.1 -1.1 0.04
H -2.4679 1.7444 3.5714 1.3 0.9 0.8 0.05
H -1.7343 1.8005 5.2534 0.3 0.6 -1.6 0.05
H -1.7284 3.3508 4.2636 0.0 -1.7 -0.3 0.02
H 1.2195 -0.2601 4.8721 -1.4 0.1 -1.2 0.04
H -0.5923 -0.5835 4.6718 1.2 0.5 -0.8 0.04
H 0.5894 -0.8900 3.2657 -0.4 0.9 1.2 0.02
H 0.1394 -0.5550 1.1578 0.2 1.7 -0.6 0.06
H 0.4879 -0.4077 -1.4436 0.0 1.5 1.2 0.08
C -0.4545 -4.8333 -3.8329 0.1 -0.1 -0.4 0.00
C 0.0781 -3.8127 -2.8398 -0.2 -0.6 -0.9 -0.33
C 1.0066 -4.3733 -1.8014 0.6 -0.2 0.0 -0.11
O 0.8301 -3.4709 -0.7149 -0.5 0.3 0.1 0.06
C -0.4322 -2.9682 -0.8291 -0.5 0.4 0.6 -0.55
O -0.9891 -2.3341 0.0217 0.5 -0.5 -0.6 0.14
O -0.9775 -3.2863 -2.0351 0.3 0.3 0.9 0.09
H -1.5460 -4.8763 -3.8228 0.2 0.1 0.0 0.07
H -0.1408 -4.5694 -4.8460 -0.2 0.0 0.1 0.09
H -0.0684 -5.8380 -3.6394 0.0 0.1 0.1 0.08
H 0.5364 -2.9721 -3.3724 0.0 0.0 0.2 0.16
H 2.0469 -4.3808 -2.1307 -0.1 0.1 0.2 0.14
H 0.7318 -5.3771 -1.4620 -0.1 0.0 -0.2 0.14
C -6.6877 -7.0677 -4.2633 -0.2 -0.5 0.0 -0.01
C -5.4837 -6.5444 -5.0308 -0.8 -0.5 0.3 -0.33
C -4.2866 -6.2297 -4.1802 0.5 -0.4 0.3 -0.11
O -3.6244 -5.2263 -4.9426 -0.4 0.2 -0.3 0.04
C -4.5903 -4.5921 -5.6697 0.0 1.1 -0.6 -0.53
O -4.4252 -3.5696 -6.2682 -0.1 -0.9 0.5 0.16
O -5.7674 -5.2754 -5.6184 0.7 0.4 -0.1 0.09
H -7.5661 -6.4358 -4.4106 0.2 0.0 0.0 0.09
H -6.9406 -8.0752 -4.6035 -0.1 0.1 0.0 0.08
H -6.4925 -7.1414 -3.1902 0.0 0.1 -0.1 0.08
H -5.2259 -7.2330 -5.8430 0.1 0.1 0.1 0.16
H -3.6369 -7.0949 -4.0363 0.1 0.2 -0.1 0.14
H -4.5399 -5.8067 -3.2029 -0.2 -0.1 -0.1 0.14
C 4.6188 2.7138 0.3774 -0.2 0.4 -0.5 -0.01
C 5.3424 2.8542 1.7025 -0.5 0.4 -1.1 -0.35
C 6.7924 2.4656 1.6705 0.6 0.3 -0.2 -0.11
O 7.0255 2.0598 3.0137 -0.5 -0.2 0.3 0.06
C 5.8257 1.6184 3.4950 -0.2 -0.6 1.0 -0.53
O 5.6846 1.0198 4.5224 0.1 0.5 -0.9 0.16
O 4.8109 1.9501 2.6474 0.5 -0.5 1.0 0.07
H 3.7632 2.0379 0.4503 0.1 0.1 0.1 0.09
H 4.2443 3.6886 0.0536 -0.1 -0.1 0.0 0.08
H 5.2762 2.3530 -0.4181 0.0 -0.1 0.1 0.08
H 5.2096 3.8652 2.1035 0.1 0.0 0.0 0.16
H 7.4443 3.2974 1.3982 0.0 -0.1 0.2 0.14
H 7.0045 1.6157 1.0141 -0.2 0.1 -0.1 0.14
```
Forces are in eV/Å.

[3]
The following is a quantum chemistry calculation of a structure of composition C2H2I4S, from OMol25.

Output
2S+1 ... 1
Lowest unoccupied orbital energy (spin up / spin down) ... -0.0548 / -0.1121 hartree
Gap between HOMO and LUMO (spin up / spin down) ... 7.57 / 5.64 eV
Energy above the lowest of the compared OMol25 structures with the same formula, charge and spin ... 318.83 kJ/mol
Total charge ... 0
HOMO level (spin up / spin down) ... -9.06 / -8.69 eV

XYZ file:
```
9
Properties=species:S:1:pos:R:3:forces:R:3:lowdin_charge:R:1
C 2.8447 0.9367 -0.3867 -1.8 1.8 0.0 -1.11
C -2.1468 -0.0267 0.2983 0.7 -1.2 -0.2 -1.66
S -2.1210 1.3367 -0.7710 0.1 0.1 0.3 0.32
I 3.7837 2.1686 0.9891 -0.1 -0.6 -0.4 0.73
I 0.8311 1.4600 -0.9666 1.0 0.1 -0.3 0.73
I -1.3507 -1.8962 -0.7091 -0.1 0.5 0.4 0.54
I -1.1086 0.2426 2.2221 -0.6 -0.2 -0.7 0.61
H 2.8295 -0.1164 -0.3254 0.7 -1.1 0.4 -0.10
H -3.1511 -0.4382 0.4373 0.1 0.6 0.4 -0.05
```
Forces are in eV/Å.

[4]
The following is a quantum chemistry calculation of an isolated molecule of C4H5NO2, from OMol25.

Output
2S+1 ... 1
Lowest unoccupied orbital energy ... 0.0228 hartree
Gap between HOMO and LUMO ... 8.26 eV
Energy above the lowest of the compared OMol25 structures with the same formula, charge and spin ... 297.64 kJ/mol
SMILES ... Oc1ccc(O)[nH]1
Total charge ... 0
HOMO level ... -7.64 eV

XYZ file:
```
12
Properties=species:S:1:pos:R:3:forces:R:3:lowdin_charge:R:1
C -0.1308 1.0089 -0.2618 4.6 4.3 -5.0 -0.47
C -0.7828 0.6453 0.7258 -8.6 -2.7 6.6 -0.12
C -0.5665 -0.8015 1.0284 2.0 -2.0 -1.7 0.00
C 0.3934 -1.1004 0.0346 -0.2 2.0 2.1 -0.38
H -1.0842 2.5525 -0.5009 -0.4 0.7 -0.1 0.08
H -1.8349 1.1310 0.8529 2.1 -0.7 0.5 0.15
H -0.8511 -1.7346 1.7741 0.3 3.3 -1.9 0.16
H 1.8653 -2.1741 -0.5597 -0.4 0.0 0.2 0.12
H 1.4043 0.3675 -1.4609 -0.8 -1.3 1.3 0.18
N 0.8769 0.1330 -0.5796 -0.7 -0.7 -1.7 0.15
O -0.2967 2.2379 -0.9401 0.9 -2.0 0.3 0.05
O 1.0071 -2.2655 -0.1129 1.2 -1.0 -0.7 0.06
```
Forces are in eV/Å.

[5]
The following is a quantum chemistry calculation of a cluster of 7 separate species, C32H63FN2O13S7 in total, from OMol25.

Output
2S+1 ... 1
Lowest unoccupied orbital energy ... 0.0131 hartree
Gap between HOMO and LUMO ... 9.81 eV
SMILES ... CNC[C@]1(CCF)NC(=O)C[C@@H]1S.O=S1(=O)CCCC1.O=S1(=O)CCCC1.O=S1(=O)CCCC1.O=S1(=O)CCCC1.O=S1(=O)CCCC1.O=S1(=O)CCCC1
Total charge ... 0
HOMO level ... -9.46 eV

XYZ file:
```
118
Properties=species:S:1:pos:R:3:forces:R:3:lowdin_charge:R:1
C 8.6746 -12.3575 -5.4048 1.2 -0.9 -0.4 -0.17
N 7.6857 -12.3911 -4.2599 1.2 1.4 0.6 -0.15
C 6.8776 -11.1171 -4.1439 0.5 0.1 0.8 -0.18
C 5.3323 -11.2221 -4.6806 1.2 0.2 0.0 -0.41
C 4.9708 -9.6876 -5.2115 -0.1 0.2 0.3 -0.10
C 5.3619 -8.5257 -4.0945 0.8 -0.3 -0.1 -0.13
F 4.4541 -7.3370 -4.1904 1.9 -2.6 0.1 -0.14
N 4.5224 -11.6793 -3.4489 -1.0 -1.3 -2.6 0.05
C 4.4286 -13.2174 -3.4620 -1.2 -2.3 4.7 -0.24
O 4.0366 -13.8369 -2.3458 2.4 3.7 -7.3 -0.03
C 4.8580 -13.8537 -4.9478 1.1 1.6 -0.4 -0.08
C 4.9064 -12.3897 -5.7545 -2.9 -0.7 0.6 -0.59
S 5.5666 -12.3498 -7.5068 -0.2 -1.1 0.3 0.66
H 9.1718 -11.3019 -5.5900 -1.1 -1.9 0.3 0.09
H 9.5584 -13.0950 -5.1060 -1.9 1.5 -0.8 0.10
H 8.2084 -12.7615 -6.4104 0.8 1.0 2.1 0.05
H 8.2672 -12.4304 -3.3696 -1.1 -0.1 -1.6 0.12
H 7.5022 -10.2452 -4.6223 -1.5 -1.4 0.6 0.11
H 6.8131 -10.8730 -2.9780 -0.1 -0.4 -2.6 0.14
H 3.8259 -9.5865 -5.4899 2.4 -0.2 0.5 0.13
H 5.6692 -9.4673 -6.1494 -1.8 -0.6 1.9 0.13
H 6.4768 -8.1831 -4.3342 -2.7 -0.3 0.6 0.13
H 5.3596 -8.9290 -2.9864 -0.4 0.9 -2.3 0.13
H 3.5583 -11.3928 -3.7895 0.9 -0.4 1.2 0.13
H 4.0885 -14.6259 -5.4287 1.6 1.9 1.4 0.14
H 5.9714 -14.2683 -5.0326 -2.6 0.7 0.8 0.12
H 3.7380 -12.1753 -5.8747 2.4 -0.2 0.1 0.11
H 5.1225 -13.5894 -8.0680 0.4 1.5 1.2 -0.10
C 2.5401 -3.7500 -3.4175 -0.1 -0.1 0.3 -0.23
C 2.1515 -2.6024 -4.3484 -0.4 -0.1 -0.1 -0.22
C 3.3479 -1.6562 -4.4342 -0.5 0.5 -0.1 -0.23
S 4.7990 -2.6585 -4.1487 0.1 -0.2 -0.1 0.67
O 5.4128 -2.2372 -2.9069 0.1 -0.1 -0.5 -0.32
O 5.5484 -2.7753 -5.3837 0.1 0.2 0.5 -0.34
C 3.9292 -4.1865 -3.8586 -0.2 -0.5 0.1 -0.24
H 1.8241 -4.5754 -3.4695 0.1 0.0 0.0 0.12
H 2.5702 -3.3918 -2.3816 0.0 -0.1 -0.3 0.09
H 1.9246 -3.0016 -5.3444 0.1 0.0 0.1 0.12
H 1.2584 -2.0784 -3.9937 0.2 -0.1 -0.1 0.10
H 3.4191 -1.1860 -5.4182 0.2 -0.1 0.2 0.10
H 3.3078 -0.8887 -3.6564 0.1 -0.2 -0.1 0.10
H 4.4531 -4.7777 -3.1056 0.1 0.1 -0.2 0.10
H 3.8881 -4.7331 -4.8055 0.1 0.1 0.1 0.10
C -0.2540 -1.1242 1.5934 -0.4 -0.1 0.0 -0.23
C -0.0672 -2.6256 1.3800 0.2 -0.1 0.4 -0.21
C -0.0884 -2.8808 -0.1262 -0.2 -0.7 0.1 -0.22
S 0.4995 -1.3796 -0.8957 0.2 0.2 0.3 0.69
O -0.5842 -0.7990 -1.6603 0.4 -0.1 -0.2 -0.32
O 1.8104 -1.6179 -1.4661 -0.6 0.4 -0.1 -0.33
C 0.6902 -0.4474 0.6110 0.0 0.3 0.5 -0.22
H -0.0386 -0.8307 2.6250 -0.1 0.0 -0.2 0.13
H -1.2908 -0.8453 1.3709 0.4 -0.1 0.1 0.08
H 0.9006 -2.9351 1.7930 -0.1 0.0 -0.1 0.12
H -0.8423 -3.2063 1.8898 0.1 0.1 -0.1 0.12
H 0.5662 -3.7112 -0.4027 -0.1 0.2 -0.2 0.10
H -1.1035 -3.0709 -0.4856 0.2 0.1 -0.1 0.11
H 0.4469 0.6018 0.4347 0.0 -0.1 -0.1 0.09
H 1.7308 -0.5439 0.9348 -0.1 0.0 -0.2 0.11
C -4.3461 3.1224 -0.6902 -0.1 0.3 -0.1 -0.22
C -2.9489 2.9913 -1.2944 0.0 -0.1 -0.4 -0.21
C -1.9513 2.9492 -0.1380 0.5 0.3 -0.4 -0.21
S -2.8305 2.2588 1.2555 -0.1 0.0 0.0 0.70
O -2.9446 3.2769 2.2785 0.2 -0.6 -0.1 -0.32
O -2.3159 0.9330 1.5347 -0.2 0.6 0.4 -0.33
C -4.4056 2.1021 0.4368 -0.5 -0.1 -0.2 -0.23
H -5.1285 2.9456 -1.4341 0.1 0.0 0.1 0.12
H -4.4820 4.1338 -0.2889 0.0 -0.1 0.0 0.12
H -2.8862 2.0596 -1.8697 0.0 0.1 0.1 0.12
H -2.7251 3.8153 -1.9791 0.0 -0.1 0.1 0.12
H -1.0899 2.3188 -0.3726 -0.1 0.1 0.2 0.09
H -1.6148 3.9526 0.1370 -0.1 -0.2 0.1 0.11
H -5.2149 2.2902 1.1443 0.2 -0.1 0.1 0.11
H -4.4781 1.0840 0.0429 0.1 0.1 0.1 0.11
C -4.3273 7.8188 5.1763 -0.2 0.1 0.0 -0.22
C -4.1405 6.3174 4.9629 0.1 -0.1 0.3 -0.20
C -4.1617 6.0621 3.4568 -0.1 -0.7 0.0 -0.22
S -3.5738 7.5634 2.6872 -0.2 -0.2 0.4 0.67
O -4.6575 8.1440 1.9226 0.5 0.0 -0.2 -0.33
O -2.2629 7.3251 2.1169 -0.2 0.2 -0.4 -0.34
C -3.3831 8.4956 4.1939 0.1 0.3 0.4 -0.22
H -4.1119 8.1122 6.2079 0.0 0.0 -0.2 0.13
H -5.3642 8.0977 4.9538 0.4 0.0 0.1 0.07
H -3.1728 6.0079 5.3759 -0.1 0.1 0.0 0.12
H -4.9156 5.7366 5.4727 0.1 0.1 -0.1 0.12
H -3.5071 5.2317 3.1802 -0.1 0.3 -0.1 0.07
H -5.1768 5.8721 3.0973 0.3 0.2 0.0 0.08
H -3.6264 9.5447 4.0176 0.1 -0.1 -0.2 0.11
H -2.3425 8.3991 4.5177 -0.1 0.0 -0.1 0.09
C -10.3904 8.0990 4.4546 -0.2 0.1 0.2 -0.23
C -9.7574 9.1717 3.5696 -0.3 0.2 -0.2 -0.22
C -8.2440 9.0910 3.7625 0.0 0.7 -0.2 -0.22
S -7.8859 7.3969 4.2023 0.0 -0.3 -0.4 0.68
O -7.3821 7.3700 5.5594 -0.1 -0.2 -0.4 -0.32
O -7.1907 6.7558 3.1041 -0.2 0.1 0.7 -0.32
C -9.5771 6.8354 4.2167 -0.5 -0.2 0.1 -0.23
H -11.4472 7.9475 4.2163 0.2 0.0 0.1 0.12
H -10.3195 8.3988 5.5070 0.0 -0.1 -0.1 0.12
H -10.0067 8.9726 2.5203 0.0 0.0 0.2 0.12
H -10.1337 10.1704 3.8124 0.1 -0.2 -0.1 0.12
H -7.7074 9.3496 2.8461 0.1 -0.2 0.2 0.11
H -7.9104 9.7320 4.5831 0.0 -0.2 -0.1 0.11
H -9.7145 6.0831 4.9953 0.2 0.0 -0.1 0.11
H -9.7954 6.4057 3.2345 0.1 0.0 0.1 0.11
C 2.1956 8.2082 3.2247 0.1 0.2 -0.2 -0.22
C 3.1289 7.9198 4.3996 0.3 -0.2 -0.1 -0.22
C 2.4477 8.4390 5.6647 0.7 0.1 0.3 -0.23
S 0.6901 8.3565 5.3555 -0.2 -0.3 -0.1 0.66
O 0.1631 9.7048 5.3296 -0.1 -0.4 0.2 -0.32
O 0.1099 7.3127 6.1766 -0.1 0.6 -0.1 -0.33
C 0.8124 7.7660 3.6786 0.0 -0.1 -0.5 -0.24
H 2.5087 7.6815 2.3186 -0.1 0.1 0.1 0.12
H 2.1943 9.2833 3.0089 0.0 -0.1 0.0 0.12
H 3.2865 6.8376 4.4831 0.0 0.2 0.0 0.12
H 4.1101 8.3844 4.2605 -0.1 -0.1 0.1 0.12
H 2.6927 7.8245 6.5346 -0.2 0.2 -0.1 0.11
H 2.7088 9.4827 5.8603 -0.2 -0.1 0.0 0.11
H 0.0070 8.1870 3.0744 -0.1 -0.1 0.2 0.09
H 0.7357 6.6748 3.7017 -0.1 0.2 0.1 0.12
```
Forces are in eV/Å.

[6]
The following is a quantum chemistry calculation of the ion C4H12N2 with charge -1, from OMol25.

Output
2S+1 ... 2
Lowest unoccupied orbital energy (spin up / spin down) ... 0.1536 / 0.1486 hartree
Gap between HOMO and LUMO (spin up / spin down) ... 2.75 / 8.94 eV
Energy above the lowest of the compared OMol25 structures with the same formula, charge and spin ... 92.66 kJ/mol
Total charge ... -1
Expectation value of S² ... 0.75
HOMO level (spin up / spin down) ... 1.43 / -4.90 eV

XYZ file:
```
18
Properties=species:S:1:pos:R:3:forces:R:3:lowdin_charge:R:1
N -1.7014 0.0363 0.9716 0.0 -0.4 0.1 -0.02
C -0.3272 0.4038 0.6146 0.1 0.5 -0.8 -0.54
C 0.0935 1.7866 1.1062 0.7 -0.7 -0.7 -0.39
C -0.2133 0.1766 -0.9443 0.6 -0.4 2.2 -0.24
N -0.0433 -1.2896 -1.0869 0.0 1.7 -1.6 -0.15
C 1.3174 -1.7171 -1.1465 0.6 -1.9 0.2 -0.24
H -1.8437 0.1224 1.9750 -0.1 0.1 -0.1 0.01
H -2.3714 0.6273 0.4881 0.1 0.1 0.2 0.03
H 0.3259 -0.3131 1.1730 -0.3 0.3 -0.8 0.11
H -0.0212 1.6599 2.1852 -0.3 1.3 0.2 0.00
H -0.3326 2.5935 0.5058 -0.8 0.1 0.8 0.01
H 1.1544 2.0117 0.9014 0.2 -0.6 0.2 0.00
H 0.6046 0.8634 -1.2843 -0.5 -1.1 -0.2 0.09
H -1.1557 0.4154 -1.4286 0.0 0.5 0.0 0.08
H -0.6684 -1.6602 -0.3834 0.5 -0.6 0.1 0.08
H 1.9240 -1.2248 -1.9018 -0.3 0.7 0.0 0.06
H 1.9109 -1.7392 -0.2082 -0.3 0.3 -0.1 0.06
H 1.3475 -2.7531 -1.5369 -0.1 0.0 0.4 0.06
```
Forces are in eV/Å.

> What is the 2S+1 in the third record?

1

> What is the formula in the sixth record?

C4H12N2

> Look up the 2S+1 of the fourth one.

1

> What is the 2S+1 in the first record?

1